{"formula": "H4O2", "method": "the ωB97M-V functional and the def2-TZVPD basis", "elements": ["O", "O", "H", "H", "H", "H"], "coordinates": [[4.127259, 3.077104, 12.389657], [2.993912, 1.349181, 13.363848], [4.041100, 2.166459, 12.671693], [3.059809, 0.506137, 13.812352], [3.541183, 3.564205, 12.968860], [3.028778, 1.998225, 14.066528]], "atomic_forces_ev_per_a": [[1.2, 1.9, -0.8], [-1.1, -1.7, 0.9], [0.2, -0.1, -0.5], [-0.1, -0.4, 0.1], [0.0, 0.3, -0.2], [-0.2, 0.0, 0.4]], "total_charge": 0, "orbital_gap_ev": 11.147, "lumo_ev": 0.51, "largest_force_ha_per_bohr": 0.04734, "e_homo_ev": -10.6422, "relative_energy_kj_mol": 74.4}